No. 1
68
Properties=species:S:1:pos:R:3 method="wB97M-V/def2-TZVPD" charge=+3 s_squared=6.03 e_tot_ev=-120576.4358 e_above_lowest_kj_mol=121.2 gap_ev="5.575 / 4.839" homo_energy_ev="-15.669 / -17.010" spin_multiplicity=5
Rh 0.6532 -0.3719 -0.5108
P 1.8031 0.6375 -2.0558
P 1.9537 -0.2121 1.4486
P -1.3595 -0.9545 -1.6571
H -1.5996 -0.8795 3.3949
C -1.6531 -1.1863 2.3357
C -1.1214 -2.4157 1.8480
H -0.1083 -2.7995 2.1554
C 1.4281 2.4063 -2.2823
C 3.6062 0.6554 -1.6853
C 1.5792 -0.1250 -3.7206
C 1.4918 -0.7894 3.1360
C 3.6610 -0.9377 1.3318
C 2.0827 1.6343 1.5375
C -2.8886 -1.6787 -0.9253
C -1.1845 -2.0455 -3.1540
C -1.8639 0.6876 -2.3178
H -2.6310 -0.8043 2.0273
H -1.7431 -3.0317 1.1746
H 2.0900 2.8117 -3.0598
H 1.6037 2.9275 -1.3325
H 0.3817 2.5334 -2.5839
H 4.1479 1.2793 -2.4061
H 4.0566 -0.3468 -1.7149
H 3.7524 1.0899 -0.6864
H 2.2081 0.3435 -4.4869
H 0.5375 0.0036 -4.0465
H 1.8166 -1.1987 -3.6985
H 2.1920 -0.3919 3.8858
H 1.5116 -1.8873 3.1881
H 0.4835 -0.4549 3.4024
H 4.3101 -0.6124 2.1607
H 4.1580 -0.6662 0.3935
H 3.6000 -2.0358 1.3766
H 2.3935 1.9625 2.5442
H 1.0819 2.0488 1.2773
H 2.8150 1.9818 0.7836
H -3.7389 -1.6031 -1.6224
H -3.1508 -1.1498 -0.0025
H -2.7389 -2.7415 -0.6861
H -2.0561 -1.9718 -3.8231
H -1.0834 -3.0966 -2.8533
H -0.2976 -1.7928 -3.7418
H -2.9068 0.6663 -2.6711
H -1.1947 0.9668 -3.1507
H -1.7462 1.4322 -1.5005
C -2.4915 3.7103 1.6237
C -2.8863 2.9164 2.7338
C -3.9033 3.3061 3.5966
C -4.5441 4.5456 3.4463
C -4.1393 5.3668 2.3980
C -3.1401 4.9720 1.5198
Se -1.2491 3.1375 0.3775
H -0.8306 -0.7093 1.7119
H -2.3666 1.9735 2.8600
H -4.2120 2.6418 4.3949
H -5.3271 4.8441 4.1475
H -4.6360 6.3304 2.2798
H -2.8497 5.6345 0.7122
N 2.5773 -3.1800 -1.2566
C 2.6191 -4.5342 -1.3131
C 1.3768 -4.9589 -0.9073
C 0.6626 -3.8060 -0.5585
N 1.3850 -2.7091 -0.8103
H 3.3558 -2.5559 -1.4788
H 3.5190 -5.0715 -1.5582
H 1.0432 -5.9578 -0.8440
H -0.2958 -3.7835 -0.1008

=====

No. 2
66
Properties=species:S:1:pos:R:3 method="wB97M-V/def2-TZVPD" charge=-1 e_tot_ev=-34272.6825 gap_ev=7.359 homo_energy_ev=-4.682
C -3.0551 -0.8109 3.1226
C -2.5501 -1.6642 2.4173
Al -1.7951 -3.1727 1.2940
C 0.1922 -2.8332 1.1818
C 0.3991 -1.4524 0.5207
C 1.6546 -1.3176 -0.3700
C 1.4050 -0.6328 -1.7227
C 0.3647 -1.3290 -2.5969
C -0.0442 -0.4663 -3.7988
C -0.7412 0.8450 -3.3784
C -1.9073 1.2231 -4.2843
O -1.5949 1.1029 -5.6662
C -1.1121 2.3036 -6.2228
C -2.2821 -4.8897 2.2960
C -2.3135 -6.1864 1.4903
C -1.0422 -7.0330 1.6233
F -2.5097 -5.9534 0.1166
H -3.5221 -0.1899 3.8529
H -2.4075 -3.0798 -0.1946
H 0.6703 -3.6136 0.5797
H 0.6224 -2.8349 2.1879
H 0.4859 -0.7257 1.3335
H -0.4851 -1.1667 -0.0576
H 2.1334 -2.2870 -0.5339
H 2.3883 -0.7077 0.1712
H 2.3532 -0.6310 -2.2749
H 1.1480 0.4131 -1.5264
H 0.8179 -2.2433 -2.9920
H -0.5298 -1.6023 -2.0363
H 0.8500 -0.2392 -4.3863
H -0.7207 -1.0238 -4.4497
H -1.1167 0.7234 -2.3583
H -0.0131 1.6609 -3.3496
H -2.2238 2.2505 -4.0665
H -2.7586 0.5698 -4.0796
H -0.2020 2.6520 -5.7208
H -1.8674 3.0968 -6.1546
H -0.8963 2.1122 -7.2726
H -1.5893 -5.0237 3.1291
H -3.2791 -4.7059 2.7091
H -3.1606 -6.8027 1.8156
H -1.2675 -8.0895 1.4572
H -0.3012 -6.7120 0.8916
H -0.6403 -6.9366 2.6308
C -0.4597 2.8151 3.4668
C 0.5582 2.5216 2.3766
N 0.8582 3.6755 1.5421
C 1.5866 3.3344 0.3344
C 3.0126 2.7865 0.4749
C 1.3045 4.8636 2.2422
C 2.5559 4.7498 3.1252
H -1.3738 3.2298 3.0398
H -0.7164 1.8890 3.9817
H -0.0772 3.5140 4.2139
H 0.1440 1.7466 1.7273
H 1.4582 2.0858 2.8390
H 1.6076 4.2149 -0.3160
H 0.9875 2.5895 -0.1989
H 3.7310 3.5698 0.7183
H 3.3225 2.3465 -0.4756
H 3.0763 2.0037 1.2311
H 0.4793 5.2167 2.8662
H 1.4584 5.6504 1.4980
H 2.5348 3.8499 3.7412
H 2.6101 5.6073 3.8004
H 3.4747 4.7383 2.5399

=====

No. 3
91
Properties=species:S:1:pos:R:3 method="wB97M-V/def2-TZVPD" charge=0 e_tot_ev=-74389.1747 gap_ev=7.771 smiles="CB(O)C1=CC(=O)C=C(CCCCCN)C1=O.C[N+](=O)[O-].C[N+](=O)[O-].C[N+](=O)[O-].C[N+](=O)[O-].C[N+](=O)[O-].C[N+](=O)[O-].C[N+](=O)[O-].C[N+](=O)[O-]" homo_energy_ev=-9.299
C -1.2449 5.7224 -3.4511
B -2.5210 5.0644 -4.0760
O -3.1016 5.5715 -5.2268
C -3.1490 3.7700 -3.4084
C -3.2866 2.6363 -4.1140
C -3.7856 1.3865 -3.4994
O -3.9026 0.3560 -4.1435
C -4.1527 1.4341 -2.0735
C -4.0254 2.5404 -1.3230
C -4.3252 2.5809 0.1407
C -3.0438 2.4782 0.9943
C -2.1486 1.2614 0.6881
C -0.7619 1.6120 0.1078
C -0.5726 1.2014 -1.3486
N 0.8341 1.3815 -1.7542
C -3.5063 3.7890 -1.9607
O -3.3764 4.8143 -1.3181
H -1.4692 6.7313 -3.0946
H -0.8416 5.1358 -2.6254
H -0.4814 5.8144 -4.2319
H -2.7490 5.2104 -6.0462
H -3.0345 2.5831 -5.1694
H -4.5357 0.5132 -1.6439
H -5.0338 1.7929 0.4067
H -4.7979 3.5389 0.3760
H -2.4705 3.3980 0.8654
H -3.3539 2.4383 2.0406
H -1.9991 0.7062 1.6159
H -2.6485 0.5687 0.0049
H -0.5540 2.6803 0.2118
H 0.0066 1.0863 0.6810
H -0.8900 0.1574 -1.4618
H -1.1804 1.8184 -2.0163
H 0.9044 1.5407 -2.7505
H 1.3723 0.5482 -1.5521
C -6.3704 -1.5657 -4.1424
N -7.0670 -2.4138 -3.1405
O -7.6142 -1.8377 -2.2177
O -7.0219 -3.6134 -3.2834
H -6.4884 -0.5337 -3.8406
H -5.3241 -1.8528 -4.1417
H -6.8132 -1.7518 -5.1162
C 2.8105 2.4398 3.1564
N 1.5297 1.7199 2.9278
O 0.5077 2.3682 2.8818
O 1.5959 0.5149 2.7884
H 2.5969 3.4965 3.2597
H 3.2579 2.0272 4.0555
H 3.4471 2.2461 2.2981
C 5.4248 -0.5039 1.2733
N 5.6373 0.2229 2.5503
O 4.9913 -0.1379 3.5133
O 6.4344 1.1371 2.5532
H 4.6694 -1.2629 1.4382
H 5.1033 0.2253 0.5350
H 6.3735 -0.9487 0.9897
C 5.9434 -4.6463 2.9125
N 5.9205 -4.2393 1.4801
O 5.0718 -4.7318 0.7693
O 6.7465 -3.4281 1.1104
H 5.1444 -5.3605 3.0727
H 6.9217 -5.0752 3.1080
H 5.7936 -3.7480 3.5038
C 6.1711 1.8805 -3.1578
N 5.5022 1.1045 -2.0789
O 5.0678 1.7159 -1.1238
O 5.4350 -0.0967 -2.2227
H 6.1513 2.9281 -2.8843
H 7.1859 1.5039 -3.2407
H 5.6222 1.6920 -4.0751
C 3.0214 -1.8302 5.9895
N 3.6842 -3.1080 5.6036
O 4.0407 -3.8530 6.4908
O 3.8401 -3.3112 4.4172
H 2.9702 -1.7928 7.0706
H 3.6368 -1.0312 5.5848
H 2.0354 -1.8189 5.5350
C -7.5339 -1.3751 0.8831
N -6.4391 -0.9095 1.7787
O -5.5168 -0.2982 1.2740
O -6.5390 -1.1663 2.9581
H -7.2945 -1.0760 -0.1266
H -7.5940 -2.4554 0.9695
H -8.4528 -0.9150 1.2337
C 2.1201 -6.5545 0.1715
N 2.3617 -7.3784 1.3885
O 2.1438 -8.5694 1.3195
O 2.7684 -6.7972 2.3720
H 1.7664 -7.2094 -0.6152
H 1.3828 -5.8012 0.4310
H 3.0662 -6.0864 -0.0850

=====

No. 4
79
Properties=species:S:1:pos:R:3 method="wB97M-V/def2-TZVPD" charge=-2 e_tot_ev=-204189.2987 e_above_lowest_kj_mol=290.7 gap_ev=4.001 homo_energy_ev=-0.118
Pd 0.1757 -0.7115 0.9342
O 2.2074 -5.9709 3.7247
C 2.7238 -5.1670 2.6343
C 1.9366 -3.8793 2.3481
C 2.0951 -2.8643 3.4821
O 1.7303 -3.3682 4.7797
C 2.5138 -3.2796 1.0486
Se 4.4677 -3.0100 0.9360
C 0.4569 -4.2719 2.1512
Se -0.8894 -2.9387 1.5641
H 1.2581 -6.0491 3.5731
H 2.7483 -5.7762 1.7235
H 3.7502 -4.9127 2.8907
H 1.4473 -2.0085 3.2766
H 3.1333 -2.5210 3.4875
H 2.0377 -4.2831 4.8126
H 1.9983 -2.3287 0.9114
H 2.2038 -3.9211 0.2185
H 0.0487 -4.6276 3.1024
H 0.4173 -5.0982 1.4336
C -2.3950 3.8921 0.6478
N -2.6274 2.7185 1.4566
C -3.2901 3.0481 2.7008
P -1.6015 1.3368 1.4122
O -1.7860 0.6723 2.7042
O -0.2552 2.1680 0.9803
P 1.2979 1.8463 1.3187
O 1.6632 1.0217 2.4747
N 1.7960 3.4351 1.5674
C 2.7951 3.7067 2.5794
C 1.1868 4.6107 1.0001
N 1.9489 1.3080 -0.0989
C 1.8730 2.1352 -1.2814
C 3.1293 0.4391 -0.0391
N -2.0872 0.5215 0.0463
C -2.1511 1.1859 -1.2357
C -3.1647 -0.4323 0.2644
H -3.3508 4.3591 0.3790
H -1.8723 3.6483 -0.2734
H -1.7964 4.6476 1.1802
H -4.2840 3.4655 2.4958
H -2.7295 3.7991 3.2802
H -3.3902 2.1555 3.3102
H 3.1786 2.7707 2.9766
H 2.3684 4.2813 3.4129
H 3.6247 4.2886 2.1589
H 0.5092 4.3505 0.1918
H 1.9554 5.2830 0.5982
H 0.6114 5.1732 1.7500
H 0.9119 2.6506 -1.3321
H 1.9597 1.5061 -2.1691
H 2.6736 2.8914 -1.3070
H 3.1265 -0.1605 0.8680
H 4.0573 1.0273 -0.0723
H 3.1213 -0.2495 -0.8843
H -1.2307 1.7379 -1.4237
H -3.0157 1.8644 -1.3140
H -2.2378 0.4297 -2.0175
H -2.9683 -1.0048 1.1691
H -3.1885 -1.1242 -0.5805
H -4.1438 0.0665 0.3436
N -0.9244 -3.1034 -1.7026
C -0.6627 -1.9729 -2.3853
S 0.5633 -0.9630 -1.9140
N -1.5361 -1.7748 -3.4521
C -1.5906 -0.8248 -4.4665
C -2.5118 -1.0596 -5.4971
C -2.6641 -0.1661 -6.5407
C -1.8990 0.9923 -6.5902
C -0.9883 1.2288 -5.5711
C -0.8269 0.3434 -4.5144
H -0.6380 -3.1037 -0.6928
H -1.8189 -3.5530 -1.8383
H -2.1716 -2.5432 -3.6000
H -3.1155 -1.9613 -5.4690
H -3.3855 -0.3794 -7.3206
H -2.0137 1.6959 -7.4049
H -0.3822 2.1269 -5.5869
H -0.1168 0.5343 -3.7243

=====

No. 5
95
Properties=species:S:1:pos:R:3 method="wB97M-V/def2-TZVPD" charge=+1 e_tot_ev=-204196.3151 gap_ev=9.052 homo_energy_ev=-11.604
C 1.1615 -1.8728 0.8086
C -0.1712 -1.5305 1.4995
P -1.1232 -0.2646 0.5822
C -0.8978 -0.4342 -1.2001
C -1.5884 0.7327 -1.9530
C -0.5729 1.6891 -2.5821
C -1.2269 2.9797 -3.0889
C -1.1861 4.0869 -2.0474
O 0.1704 4.4125 -1.8232
C 0.4212 5.1404 -0.6309
C -2.8934 -0.6388 0.8296
C -3.6641 0.3120 1.7125
O -3.4363 0.4950 2.8566
Br -5.1302 1.1970 0.8236
B -0.4841 1.4894 1.2049
N -1.3214 2.3892 1.8934
O 0.8094 1.7862 0.8870
H 1.2077 -2.9029 0.4586
H 1.9887 -1.7143 1.5039
H 1.3678 -1.2145 -0.0357
H -0.8104 -2.4033 1.6600
H 0.0148 -1.1055 2.4913
H 0.1660 -0.4380 -1.4534
H -1.3265 -1.4039 -1.4776
H -2.2362 0.3150 -2.7286
H -2.2590 1.3030 -1.2898
H 0.2365 1.9336 -1.8862
H -0.1148 1.1744 -3.4338
H -0.7114 3.3330 -3.9862
H -2.2680 2.7930 -3.3795
H -1.7427 4.9696 -2.3897
H -1.6490 3.7366 -1.1074
H 0.9662 4.5157 0.0844
H 1.0092 6.0300 -0.8703
H -0.5114 5.4731 -0.1593
H -2.9368 -1.6225 1.3100
H -3.3752 -0.7414 -0.1440
H -1.7116 2.0429 2.7657
H -0.8231 3.2523 2.1287
H 1.2525 1.1704 0.2890
C -4.7026 -4.0531 2.9162
C -5.2254 -5.4460 2.6275
O -5.1377 -5.5519 1.1926
S -3.8817 -4.7531 0.6571
O -2.7797 -5.6307 0.4713
O -4.2916 -3.8759 -0.3814
O -3.6091 -3.8952 1.9853
H -5.4509 -3.2873 2.7078
H -4.3268 -3.9403 3.9288
H -6.2588 -5.5859 2.9287
H -4.5992 -6.2188 3.0744
C 3.4071 -3.6673 -1.7033
C 4.2225 -3.5006 -2.9663
O 3.8987 -2.1622 -3.4065
S 3.6543 -1.2228 -2.1601
O 4.8215 -0.4711 -1.8632
O 2.3994 -0.5624 -2.3214
O 3.4988 -2.3652 -1.0678
H 2.3637 -3.8812 -1.9077
H 3.8126 -4.4203 -1.0330
H 3.9520 -4.2101 -3.7411
H 5.2946 -3.5471 -2.7714
C -1.1452 -7.5234 -3.1526
C -0.7254 -7.2741 -1.7175
O 0.7139 -7.3378 -1.7719
S 1.2323 -6.7800 -3.1683
O 1.6242 -5.4142 -3.0169
O 2.1380 -7.7104 -3.7297
O -0.1614 -6.8100 -3.9272
H -1.0967 -8.5800 -3.4169
H -2.1303 -7.1283 -3.3821
H -1.0877 -8.0272 -1.0249
H -1.0233 -6.2841 -1.3711
C -2.2839 7.5357 3.8091
C -2.6269 6.7218 5.0416
O -1.8811 5.5022 4.8576
S -0.5049 5.8196 4.1238
O 0.5499 5.9286 5.0597
O -0.3885 4.9229 3.0205
O -0.8857 7.2666 3.5967
H -2.8409 7.2014 2.9329
H -2.4202 8.6038 3.9493
H -3.6833 6.4830 5.1158
H -2.2883 7.2044 5.9590
C 5.0252 2.9923 0.2788
C 6.1427 2.3047 -0.4794
O 6.6559 3.3364 -1.3341
S 6.5535 4.7553 -0.6068
O 7.7902 5.0790 0.0060
O 5.9101 5.6599 -1.4882
O 5.5336 4.3037 0.5445
H 4.1223 3.0822 -0.3302
H 4.7889 2.5046 1.2212
H 5.7932 1.4708 -1.0789
H 6.9380 1.9734 0.1915

=====

No. 6
73
Properties=species:S:1:pos:R:3 method="wB97M-V/def2-TZVPD" charge=-1 s_squared=6.21 e_tot_ev=-108633.4873 gap_ev="6.821 / 8.121" homo_energy_ev="-4.049 / -5.329" spin_multiplicity=5
Mn 0.0089 -0.1924 -0.0799
Cl -0.0891 0.4915 -2.3074
P -2.4432 -0.5976 -0.4714
C -2.8598 -1.4919 -2.0505
C -3.3490 -1.5381 0.8702
C -3.2469 1.0698 -0.7132
C -1.8159 -2.5509 -2.4248
H -2.8037 -0.6812 -2.7998
C -4.2770 -2.0820 -2.0510
H -4.3215 -3.0259 -1.4900
H -4.5566 -2.2975 -3.0920
H -5.0289 -1.3944 -1.6490
H -0.9234 -2.0778 -2.8420
H -2.2400 -3.2188 -3.1859
H -1.5093 -3.1591 -1.5646
H -2.7222 1.4213 -1.6187
C -2.9495 2.0267 0.4355
C -4.7524 1.0294 -0.9977
H -4.9938 0.6421 -1.9935
H -5.1333 2.0609 -0.9508
H -5.2963 0.4553 -0.2309
H -2.1972 1.6594 1.1387
H -3.8566 2.2319 1.0123
H -2.5494 2.9615 0.0291
C -2.7207 -2.9203 1.0797
H -4.3806 -1.6559 0.4954
C -3.3815 -0.7458 2.1775
H -2.8497 -3.5906 0.2221
H -3.1941 -3.3973 1.9482
H -1.6514 -2.8212 1.3051
H -2.3928 -0.3638 2.4620
H -3.7139 -1.4100 2.9849
H -4.0873 0.0926 2.1269
Cl 0.3762 -1.6479 1.6269
H 0.1026 -1.5631 -0.7932
P 2.5190 0.2496 -0.3392
C 2.9057 1.8340 -1.2480
C 3.5993 0.2243 1.1823
C 3.1328 -1.0910 -1.4845
C 1.8835 2.9509 -1.0341
H 2.8294 1.5203 -2.3059
C 4.3135 2.3645 -0.9697
H 4.3749 2.8470 0.0140
H 4.5377 3.1315 -1.7237
H 5.0944 1.6020 -1.0467
H 0.9209 2.6942 -1.4865
H 2.2623 3.8622 -1.5076
H 1.6919 3.1785 0.0259
H 2.5566 -0.8585 -2.3998
C 2.7552 -2.5120 -1.0327
C 4.6285 -0.9383 -1.7627
H 4.8281 -0.0520 -2.3780
H 4.9752 -1.8181 -2.3175
H 5.2161 -0.8784 -0.8343
H 1.9936 -2.5170 -0.2419
H 3.6268 -3.0759 -0.6767
H 2.3326 -3.0534 -1.8903
C 3.0356 1.2386 2.1676
H 4.6118 0.5308 0.8660
C 3.6550 -1.1476 1.8492
H 3.2106 2.2769 1.8582
H 3.4940 1.0768 3.1487
H 1.9558 1.0866 2.2855
H 2.6366 -1.5102 2.0477
H 4.1540 -1.0449 2.8222
H 4.1964 -1.9032 1.2720
F -0.5468 3.5433 4.3063
C -0.4940 2.4577 3.5043
F 0.3274 1.5349 4.0797
F -1.7516 1.8966 3.5135
C -0.0028 2.8154 2.0387
O 0.3387 3.9764 1.8218
O 0.0005 1.7890 1.2675